This record from the OMol25 dataset describes a cluster of 13 separate species, C14H16Cl36FN2O4P in total at a distorted geometry. The level of theory is ωB97M-V/def2-TZVPD.

CARTESIAN COORDINATES (ANGSTROEM)
1 O 2.0777 -2.4357 -1.5420
2 N 2.7291 -1.7395 -2.2852
3 O 2.6816 -0.4544 -1.8486
4 P 1.0546 0.1906 -1.7928
5 C -0.6292 1.0781 -1.5678
6 O -0.6558 2.1905 -0.9571
7 N -1.9447 0.5993 -2.0887
8 C -2.1221 -0.8410 -1.9235
9 O -2.3934 -1.2738 -0.7770
10 F -2.0601 -1.7912 -2.9753
11 H 0.5796 -0.6346 -2.8629
12 H 0.9149 -0.3025 -0.4392
13 H 1.6363 1.4993 -2.0120
14 H -2.1132 0.9172 -3.0564
15 C 4.4413 -3.7919 1.1205
16 Cl 5.1449 -5.1682 0.2597
17 Cl 4.7255 -3.9348 2.8617
18 Cl 5.1019 -2.2700 0.5047
19 H 3.3670 -3.7934 0.9484
20 C 3.8736 1.1163 -5.3220
21 Cl 3.8556 0.1256 -6.7872
22 Cl 2.4480 0.7785 -4.3253
23 Cl 5.3557 0.8349 -4.3991
24 H 3.8457 2.1620 -5.6155
25 C -4.9817 -0.5004 1.8191
26 Cl -5.1752 -1.1409 3.4582
27 Cl -6.5619 -0.2107 1.0754
28 Cl -4.0210 0.9838 1.8346
29 H -4.4529 -1.2419 1.2227
30 C -0.5404 -3.4981 1.7354
31 Cl -1.3503 -3.6696 3.3012
32 Cl 1.1297 -2.9540 1.9586
33 Cl -0.5784 -5.0181 0.8331
34 H -1.0732 -2.7441 1.1580
35 C 6.3852 4.4193 -5.7348
36 Cl 6.3529 3.4371 -7.2064
37 Cl 4.9565 4.0953 -4.7413
38 Cl 7.8640 4.1133 -4.8146
39 H 6.3713 5.4687 -6.0225
40 C -1.3012 5.1723 0.2562
41 Cl 0.1531 6.0543 0.7441
42 Cl -2.5172 5.2157 1.5421
43 Cl -1.9597 5.8406 -1.2444
44 H -1.0282 4.1337 0.0776
45 C 2.8164 -3.7774 -8.3703
46 Cl 3.4753 -5.1656 -9.2468
47 Cl 3.1490 -3.9196 -6.6385
48 Cl 3.4804 -2.2664 -9.0087
49 H 1.7374 -3.7638 -8.5118
50 C -3.4039 -7.9110 2.4204
51 Cl -2.6961 -6.3815 2.9585
52 Cl -4.6902 -8.4246 3.5222
53 Cl -4.0222 -7.7626 0.7689
54 H -2.6243 -8.6703 2.4269
55 C 3.7000 6.5781 2.5748
56 Cl 2.9678 4.9678 2.5787
57 Cl 5.3992 6.4909 3.0609
58 Cl 3.5482 7.3266 0.9783
59 H 3.1689 7.1975 3.2952
60 C -5.1035 -0.6941 7.3806
61 Cl -5.9219 -0.8429 8.9421
62 Cl -3.4335 -0.1536 7.6024
63 Cl -5.1486 -2.2313 6.5055
64 H -5.6292 0.0525 6.7881
65 C 4.5521 4.0078 6.2919
66 Cl 3.4983 5.4080 6.0431
67 Cl 4.7558 3.0999 4.7859
68 Cl 6.1224 4.5181 6.9273
69 H 4.0828 3.3539 7.0243
70 C -10.5459 -0.4428 0.9164
71 Cl -11.4575 -1.8176 0.2765
72 Cl -10.6649 0.9449 -0.1758
73 Cl -11.1220 -0.0129 2.5329
74 H -9.4986 -0.7319 0.9921

Atoms 1-3, force components in eV/Å:
O 0.8678 0.2684 -1.6207
N -0.7471 -1.4407 2.0588
O 0.1164 0.5095 -0.6299

Properties
* 2S+1: 1
* HOMO energy: -10.5045 eV